{
  "formula": "C5H8O4",
  "method": "ωB97M-V/def2-TZVPD",
  "species": ["C", "H", "H", "H", "H", "O", "H", "H", "O", "O", "C", "C", "O", "H", "C", "H", "C"],
  "coordinates": [[-1.94354, 0.28586, 0.55450], [2.54259, 0.10841, -1.45105], [-1.31939, -1.55267, -0.48237], [1.19980, -1.49552, 0.68568], [-1.72410, 1.34448, 0.43938], [0.50799, -0.05789, 2.04448], [0.08923, -1.65245, -2.07986], [-1.90726, 0.05659, 1.62295], [0.69281, -0.92894, -1.86456], [2.38809, 0.81526, -0.81191], [0.69428, -0.55897, 0.93746], [1.12428, 0.72398, -0.28947], [0.75318, 1.86150, 0.33941], [0.68238, 1.62779, 1.29710], [0.12828, -0.10382, -0.95331], [-2.95519, 0.10048, 0.19089], [-0.95346, -0.57410, -0.17933]],
  "lowdin_charge": [-0.06, 0.11, 0.12, 0.15, 0.08, -0.03, 0.13, 0.08, 0.11, 0.10, -0.22, -0.47, 0.08, 0.11, -0.24, 0.08, -0.13],
  "e_tot_ha": -496.17100,
  "relative_energy_kcal_mol": 82.61,
  "homo_lumo_gap_ev": 8.36,
  "charge": 0,
  "e_lumo_ha": 0.0087
}